Entry 1:
The following is a quantum chemistry calculation of a molecular structure, C2H65NNbO29S in a non-equilibrium geometry, from the OMol25 dataset.

Its molecular weight is 692.49 g/mol. Its HOMO energy is -3.9 eV.

```
! RIJCOSX wB97M-V def2-TZVPD def2/J DEFGRID3
* xyz -1 1
C -3.477 -0.906 1.531
S -2.496 -0.500 0.078
O -3.427 -0.578 -1.083
O -1.995 0.885 0.154
Nb -0.712 -2.320 -0.246
C 0.751 -1.369 1.188
N 0.911 0.086 0.966
H -2.858 -1.524 2.163
H -3.735 -0.015 2.081
H -4.343 -1.485 1.256
H -1.313 -3.317 1.191
H -1.913 -3.203 -1.309
H -0.089 -1.315 -1.664
H 0.524 -3.576 -0.691
H 1.709 -1.846 0.991
H 0.557 -1.543 2.235
H 0.761 0.307 -0.011
H 0.177 0.517 1.512
O -0.263 -0.550 4.329
H 0.132 0.332 4.338
H -0.740 -0.626 5.160
O 0.724 2.280 3.513
H 1.485 2.218 2.924
H 0.223 3.035 3.187
O -2.146 1.599 -3.021
H -2.630 1.170 -2.297
H -2.330 2.535 -2.892
O -4.527 2.440 -1.053
H -5.335 2.622 -0.564
H -4.400 1.482 -0.968
O -4.210 -0.915 4.566
H -4.722 -1.327 5.273
H -4.367 0.029 4.669
O 1.738 -4.778 1.921
H 2.668 -5.020 1.929
H 1.475 -4.867 2.842
O 2.949 -5.588 4.342
H 3.884 -5.829 4.349
H 2.681 -5.681 5.261
O 0.188 2.792 -4.730
H -0.472 2.161 -4.395
H 0.683 3.049 -3.944
O -2.323 -5.531 -2.025
H -2.979 -6.222 -2.163
H -1.702 -5.635 -2.753
O -0.256 5.563 -3.783
H -0.922 4.881 -3.918
H 0.353 5.443 -4.524
O -0.685 7.272 -1.252
H -0.258 8.049 -1.628
H -0.704 6.642 -1.988
O 2.471 6.521 -4.532
H 2.851 7.402 -4.469
H 1.999 6.429 -3.695
O -5.340 -2.662 6.843
H -4.850 -3.378 7.261
H -6.124 -2.547 7.388
O 1.306 -8.290 4.213
H 1.757 -7.546 3.797
H 1.164 -8.907 3.482
O -1.089 2.631 -7.497
H -1.759 2.009 -7.187
H -0.595 2.874 -6.703
O -3.878 2.307 -8.003
H -3.398 3.040 -8.408
H -4.005 1.679 -8.721
O 2.462 -9.892 2.075
H 2.224 -9.897 1.142
H 3.363 -9.546 2.085
O -0.856 8.987 1.521
H -0.425 9.766 1.158
H -0.880 8.357 0.790
O 2.458 0.740 -3.875
H 3.219 0.708 -4.463
H 1.946 1.494 -4.188
O 5.610 -5.338 5.993
H 6.006 -4.460 6.038
H 5.144 -5.427 6.830
O 4.655 -8.182 0.758
H 5.562 -7.864 0.788
H 4.234 -7.655 0.070
O 2.394 7.025 -1.769
H 3.163 6.521 -1.484
H 1.761 6.935 -1.044
O -0.722 -8.741 1.650
H -1.216 -9.175 2.352
H -0.884 -7.800 1.792
O 3.395 9.440 -3.650
H 3.755 10.326 -3.545
H 2.940 9.253 -2.821
O -3.130 4.220 1.235
H -2.668 4.956 0.822
H -3.262 3.587 0.515
O -1.827 5.397 -8.712
H -1.321 4.688 -8.292
H -2.596 5.506 -8.144
O 7.204 -2.376 6.471
H 7.571 -1.803 7.151
H 7.964 -2.631 5.937
*
```

Entry 2:
The following is a quantum chemistry calculation of a gas-phase ion, C4H10N2O (charge +1) in a non-equilibrium geometry, from the OMol25 dataset.

Its molecular weight is 102.14 g/mol. Its HOMO energy (spin up / spin down) is -14.4 / -14.2 eV. Its energy above the lowest of the compared OMol25 structures with the same formula, charge and spin is 38.0 kcal/mol.

```
! RIJCOSX wB97M-V def2-TZVPD def2/J DEFGRID3
* xyz 1 2
N -1.518 1.085 -1.539
C -1.770 0.906 -0.118
C -0.965 -0.332 0.291
N 0.425 0.040 0.406
C 1.426 -1.005 0.429
C 2.770 -0.576 0.913
O 3.809 -1.016 0.556
H -1.792 1.985 -1.877
H -1.868 0.322 -2.086
H -2.800 0.813 0.227
H -1.330 1.806 0.315
H -1.049 -1.041 -0.543
H -1.315 -0.829 1.195
H 0.659 0.799 -0.255
H 1.085 -1.843 1.045
H 1.508 -1.361 -0.614
H 2.724 0.247 1.654
*
```

Entry 3:
The following is a quantum chemistry calculation of a molecular structure, H24HeO12, from the OMol25 dataset.

Its molecular weight is 220.18 g/mol. Its HOMO energy is -10.9 eV. Its energy above the lowest of the compared OMol25 structures with the same formula, charge and spin is 20.8 kcal/mol.

```
! RIJCOSX wB97M-V def2-TZVPD def2/J DEFGRID3
* xyz 0 1
He 0.335 -0.001 -0.140
O -2.554 1.534 -2.850
H -2.127 0.683 -2.952
H -3.258 1.375 -2.220
O -0.681 -3.604 1.053
H -0.631 -2.726 1.431
H -1.482 -3.595 0.529
O 2.680 -1.723 0.273
H 2.709 -2.626 -0.043
H 1.976 -1.717 0.921
O 2.025 3.241 -0.143
H 2.509 2.537 -0.576
H 1.108 3.068 -0.358
O 0.223 -1.002 2.083
H 0.012 -0.160 1.682
H -0.449 -1.123 2.755
O -0.121 -0.466 -3.060
H 0.415 -0.463 -3.854
H 0.137 0.330 -2.594
O -1.254 1.637 1.695
H -1.069 2.048 0.851
H -0.816 2.198 2.336
O -0.514 -3.236 -2.132
H -1.237 -2.973 -1.562
H -0.275 -2.437 -2.600
O 3.052 0.698 -1.339
H 2.443 0.075 -0.943
H 3.352 0.266 -2.139
O 1.937 -0.464 4.238
H 2.424 0.334 4.033
H 1.463 -0.670 3.433
O -0.808 2.972 -0.685
H -1.243 3.761 -0.362
H -1.299 2.732 -1.471
O -3.097 -0.274 1.209
H -3.445 -0.604 2.037
H -2.440 0.373 1.465
*
```

Entry 4:
The following is a quantum chemistry calculation of C7H11NO in the gas phase in a non-equilibrium geometry, from the OMol25 dataset.

Its molecular weight is 125.17 g/mol. As for the SMILES: C=C=[N+]([O-])[C@]1(C)C[C@@H]1C. Its HOMO energy is -8.4 eV. Its energy above the lowest of the compared OMol25 structures with the same formula, charge and spin is 156.9 kcal/mol.

```
! RIJCOSX wB97M-V def2-TZVPD def2/J DEFGRID3
* xyz 0 1
C 3.582 -0.348 0.352
C 2.487 -0.069 -0.267
C -1.233 0.285 -1.291
C -1.502 0.472 0.192
C -0.320 -0.355 -0.341
C -1.299 1.845 0.858
C -0.107 -1.826 -0.321
N 1.325 0.401 -0.532
O 1.159 1.506 -1.147
H 3.894 0.195 1.240
H 4.221 -0.957 -0.211
H -1.538 -0.413 -2.067
H -0.784 1.248 -1.634
H -2.265 -0.153 0.678
H -0.605 1.829 1.642
H -2.228 2.302 1.013
H -0.890 2.490 0.146
H -1.106 -2.300 -0.441
H 0.477 -2.130 0.615
H 0.475 -2.273 -1.067
*
```

Entry 5:
The following is a quantum chemistry calculation of C5H8O5 in the gas phase in a non-equilibrium geometry, from the OMol25 dataset.

Its molecular weight is 148.11 g/mol. As for the SMILES: O=C(O)C(=O)OCCCO. Its HOMO energy is -10.6 eV. Its energy above the lowest of the compared OMol25 structures with the same formula, charge and spin is 22.6 kcal/mol.

```
! RIJCOSX wB97M-V def2-TZVPD def2/J DEFGRID3
* xyz 0 1
O -2.583 0.390 -1.441
C -1.912 0.763 -0.517
O 1.198 0.979 -1.039
C 1.607 0.408 0.194
C 1.393 -1.097 0.149
C -0.013 -1.498 -0.263
O -0.962 -1.145 0.771
C -1.677 -0.051 0.785
O -2.262 0.306 1.782
H 2.667 0.626 0.393
H 1.015 0.838 1.019
H 2.080 -1.555 -0.579
H 1.637 -1.510 1.138
H -0.300 -1.027 -1.205
H -0.101 -2.584 -0.376
O -1.515 2.053 -0.403
H 0.882 1.903 -0.895
H -1.155 2.201 0.487
*
```

Entry 6:
The following is a quantum chemistry calculation of a molecular structure, C2H4Zn in a non-equilibrium geometry, from the OMol25 dataset.

Its molecular weight is 93.44 g/mol. Its HOMO energy (spin up / spin down) is -1.1 / -1.1 eV.

```
! RIJCOSX wB97M-V def2-TZVPD def2/J DEFGRID3
* xyz -1 2
C -0.481 0.207 -0.135
C 0.663 -0.530 -0.284
H -0.477 1.297 -0.289
H -1.479 -0.215 -0.339
H 0.466 -1.618 -0.315
Zn 2.483 0.297 -0.450
H -1.176 0.562 1.811
*
```

Entry 7:
The following is a quantum chemistry calculation of 8 unconnected molecules or ions with the total composition C8H32O8, from the OMol25 dataset.

Its molecular weight is 256.34 g/mol. As for the SMILES: CCO.CCO.CCO.CCO.O.O.O.O. Its HOMO energy is -10.4 eV. Its energy above the lowest of the compared OMol25 structures with the same formula, charge and spin is 17.2 kcal/mol.

```
! RIJCOSX wB97M-V def2-TZVPD def2/J DEFGRID3
* xyz 0 1
O -4.968 1.051 1.073
H -5.056 1.446 1.944
H -4.018 0.918 0.952
O -2.007 1.705 -2.965
H -1.643 2.595 -3.016
H -2.812 1.800 -2.445
O -2.406 3.036 2.906
H -1.877 3.759 2.558
H -2.501 2.420 2.166
O -2.220 -3.322 0.185
H -1.771 -3.277 1.035
H -1.592 -3.778 -0.388
C 0.082 -1.940 -3.978
C -1.305 -2.339 -3.519
O -1.225 -3.651 -2.940
H 0.751 -1.902 -3.116
H 0.050 -0.940 -4.410
H 0.459 -2.651 -4.708
H -2.029 -2.364 -4.346
H -1.711 -1.625 -2.795
H -2.103 -3.901 -2.635
C 3.258 -0.567 0.728
C 2.860 -1.996 0.369
O 2.397 -2.728 1.492
H 2.434 -0.083 1.249
H 3.537 -0.035 -0.180
H 4.114 -0.612 1.404
H 3.687 -2.509 -0.130
H 2.014 -1.966 -0.315
H 3.147 -2.952 2.052
C 2.141 2.780 3.084
C 2.276 3.100 1.622
O 3.576 2.643 1.206
H 1.119 2.915 3.443
H 2.790 3.429 3.677
H 2.439 1.749 3.277
H 2.211 4.182 1.482
H 1.500 2.583 1.049
H 3.670 2.794 0.261
C -0.592 -0.507 -0.286
C -1.217 0.081 0.971
O -2.103 1.183 0.673
H -0.376 0.295 -0.994
H -1.251 -1.251 -0.721
H 0.329 -0.997 0.019
H -0.438 0.466 1.636
H -1.820 -0.648 1.505
H -1.802 1.611 -0.136
*
```

Entry 8:
The following is a quantum chemistry calculation of a molecular structure, H14Na4O11S in a non-equilibrium geometry, from the OMol25 dataset.

Its molecular weight is 314.13 g/mol. Its HOMO energy is -14.3 eV. Its energy above the lowest of the compared OMol25 structures with the same formula, charge and spin is 99.6 kcal/mol.

```
! RIJCOSX wB97M-V def2-TZVPD def2/J DEFGRID3
* xyz 2 1
Na 2.399 1.881 3.107
Na 2.601 2.721 -0.061
Na 3.022 -1.825 -0.083
Na 3.482 0.517 -2.541
S 0.709 0.672 0.033
O 0.908 1.604 1.182
O -0.710 0.595 -0.268
O 1.436 1.132 -1.163
O 1.147 -0.703 0.392
O 1.198 -3.291 -0.819
H 1.569 -3.615 -1.652
H 0.626 -2.549 -1.077
O -2.341 -1.436 -0.622
H -1.704 -0.701 -0.674
H -2.287 -1.745 0.289
O -0.066 -1.740 2.706
H 0.459 -1.493 1.930
H 0.263 -2.605 2.974
O -2.363 2.227 0.844
H -3.081 1.637 1.093
H -1.683 1.645 0.439
O -2.121 1.813 -2.354
H -2.909 1.260 -2.382
H -1.710 1.611 -1.503
O -0.674 1.047 3.459
H -0.669 0.083 3.367
H -0.311 1.372 2.642
O 0.630 -0.034 -3.325
H 1.393 -0.615 -3.362
H 0.786 0.538 -2.571
*
```